This record from OMol25 describes a 2-piece molecular cluster, C5H13NO2 overall at a distorted geometry. The level of theory is the ωB97M-V functional and the def2-TZVPD basis.

Cartesian coordinates (Å):
1 O 0.9093 -0.1243 -0.4982
2 C -0.2065 0.0708 -1.0588
3 N -1.3450 -0.2568 -0.4364
4 C 0.4541 -0.3111 -3.4878
5 C -1.1427 0.3360 1.8591
6 C -0.2290 0.6271 -2.4708
7 C -1.5089 -0.7847 0.9320
8 H -2.2556 -0.2330 -0.9020
9 H 0.3946 -1.3566 -3.1415
10 H 1.5168 -0.0346 -3.5908
11 H -0.0253 -0.2410 -4.4787
12 H -0.0610 0.5515 1.8506
13 H -1.4443 0.0898 2.8911
14 H -1.6845 1.2426 1.5410
15 H -1.2981 0.8436 -2.6595
16 H 0.3260 1.5820 -2.5451
17 H -0.8143 -1.6168 1.1567
18 H -2.5411 -1.1742 1.0222
19 O 3.9074 0.0217 4.8655
20 H 4.1095 0.8693 4.4085
21 H 2.9388 -0.1014 4.7430

Cartesian forces (eV/Å) of the 3 atoms listed first:
O -2.23 0.41 -0.87
C 3.82 -0.47 1.06
N -2.28 -0.90 -0.30

Results
**Structure (SMILES)**: CCNC(=O)CC.O
**E_LUMO**: 0.73 eV
**Total charge**: 0
**Energy above the lowest of the compared OMol25 structures with the same formula, charge and spin**: 86.4 kJ/mol
**Frontier orbital gap**: 10.165 eV

This record from OMol25 describes C6H14O3Tl as an isolated structure at a distorted geometry. The level of theory is the ωB97M-V functional and the def2-TZVPD basis.

Cartesian coordinates (Å):
1 H 0.3277 2.6398 -0.8212
2 C 3.2406 1.0497 0.4014
3 O 2.0929 0.3302 -0.0290
4 C 2.2597 -1.0836 -0.1435
5 C 0.9646 -1.6466 -0.5877
6 O -0.0666 -1.2596 0.2052
7 C -1.3921 -1.6741 -0.1329
8 C -2.3177 -0.5905 0.3610
9 O -1.8460 0.6572 -0.1422
10 C -2.7498 1.7401 0.0727
11 H 2.9188 2.0799 0.5842
12 H 3.6273 0.6007 1.3267
13 H 4.0077 1.0271 -0.3841
14 H 2.5491 -1.4668 0.8526
15 H 3.0440 -1.2984 -0.8834
16 H 0.8256 -2.4183 -1.3444
17 H -1.6042 -2.6226 0.3751
18 H -1.4911 -1.8022 -1.2190
19 H -2.3313 -0.5533 1.4607
20 H -3.3341 -0.7777 -0.0126
21 H -2.3103 2.6277 -0.3944
22 H -3.7150 1.5054 -0.3942
23 H -2.8816 1.9148 1.1495
24 Tl 0.1817 1.0212 -0.3003

Cartesian forces (eV/Å) of the 3 atoms listed first:
H -0.05 -0.18 0.09
C 1.18 0.79 0.44
O 1.18 -1.08 0.22

Results
**E_LUMO (spin up / spin down)**: -8.68 / -8.76 eV
**Total charge**: +2
**2S+1**: 2
**Frontier orbital gap (spin up / spin down)**: 7.766 / 10.637 eV

This record from OMol25 describes an isolated molecule of C4H10OS at a distorted geometry. The level of theory is the ωB97M-V functional and the def2-TZVPD basis.

Cartesian coordinates (Å):
1 C -1.5985 1.1294 0.6552
2 C 0.8801 -1.7428 -0.2174
3 C -0.8129 0.0836 -0.1084
4 C 0.5525 -0.3704 0.4339
5 O -0.4901 0.7372 -1.3706
6 S 1.9061 0.9453 0.0567
7 H -0.8822 2.0350 0.9330
8 H -2.0703 0.8498 1.5685
9 H -2.2544 1.7077 -0.0342
10 H 0.1239 -2.3746 0.1857
11 H 0.9916 -1.6417 -1.2709
12 H 1.8538 -2.1735 0.3129
13 H -1.5037 -0.7453 -0.3845
14 H 0.6510 -0.3082 1.5301
15 H 0.3721 1.2286 -1.0404
16 H 2.2808 0.6398 -1.2497

Cartesian forces (eV/Å) of the 3 atoms listed first:
C 1.87 3.23 -0.04
C 2.80 0.53 3.76
C -0.48 1.43 -1.64

Results
**Structure (SMILES)**: C[C@@H](O)[C@@H](C)S
**E_LUMO**: 0.74 eV
**Total charge**: 0
**Energy above the lowest of the compared OMol25 structures with the same formula, charge and spin**: 117.5 kJ/mol
**Frontier orbital gap**: 10.403 eV

This record from OMol25 describes an isolated molecule of C4H7IO. The level of theory is the ωB97M-V functional and the def2-TZVPD basis.

Cartesian coordinates (Å):
1 I -2.0053 -1.1049 1.8135
2 C -1.2870 -0.1696 0.0016
3 C -0.0495 -0.9091 -0.5215
4 C 1.0747 -0.1637 0.1982
5 C 0.5220 1.2476 0.0988
6 O -0.8843 1.1333 0.3168
7 H -2.1017 -0.1305 -0.7129
8 H 0.0407 -0.7643 -1.5978
9 H -0.1297 -1.9595 -0.2644
10 H 2.0113 -0.2004 -0.3539
11 H 1.1750 -0.5568 1.2058
12 H 0.6728 1.5817 -0.9346
13 H 0.9610 1.9963 0.7504

Cartesian forces (eV/Å) of the 3 atoms listed first:
I -0.25 -0.15 0.09
C 0.56 0.43 -0.26
C -0.25 0.01 0.48

Results
**Structure (SMILES)**: I[C@@H]1CCCO1
**E_LUMO**: 0.66 eV
**Total charge**: 0
**Energy above the lowest of the compared OMol25 structures with the same formula, charge and spin**: 0.0 kJ/mol
**Frontier orbital gap**: 9.937 eV